Entry from the OMol25 dataset: a molecular structure, C43H43F2N9O2PV (ωB97M-V/def2-TZVPD).

```
101
Properties=species:S:1:pos:R:3:forces:R:3
H -4.781 -1.152 4.340 0.0 0.0 0.0
H -2.049 -3.910 1.316 0.1 0.0 0.0
C -3.712 -0.333 -2.662 0.0 0.0 0.0
H -4.288 -3.489 4.107 0.0 0.0 0.0
N 1.321 -2.078 0.139 0.0 0.5 -0.5
H -3.320 1.543 -5.450 0.0 0.0 0.0
H 5.317 0.546 2.132 0.0 0.0 0.0
H 2.124 -3.756 2.903 0.0 -0.1 0.0
H 0.449 4.963 4.860 0.0 0.0 0.0
C -1.836 0.243 -4.614 0.0 0.0 0.0
H -5.000 1.029 -3.707 0.0 0.0 0.0
H -3.519 0.049 4.020 0.0 0.0 0.0
H 2.752 1.485 2.680 0.0 0.0 0.0
F -3.137 2.752 -0.604 0.0 0.0 0.0
C 1.110 -3.106 -0.676 0.3 -0.4 -0.5
H 5.620 3.791 0.142 0.0 0.0 0.0
H 1.933 -5.681 1.308 0.0 0.0 0.0
C 3.107 1.761 -5.254 0.0 0.0 0.0
C 1.864 -3.606 1.864 0.0 -0.1 0.0
H -0.901 -2.381 3.549 0.0 0.0 -0.1
C 1.651 -2.317 1.399 0.0 -0.1 0.0
N 3.271 0.560 -0.451 0.1 -0.1 0.0
H -1.823 4.811 3.911 0.0 0.0 0.0
C -0.629 3.056 -3.136 0.1 0.0 0.0
C -3.084 0.849 -4.655 -0.1 0.0 0.0
C -1.520 -0.653 -3.602 0.0 0.0 0.0
H -1.275 -0.668 3.698 0.0 0.0 -0.1
C 0.180 4.123 4.234 0.1 0.0 0.0
C -2.465 -0.938 -2.622 -0.1 0.0 0.0
C -3.297 -0.368 1.452 -0.2 0.0 0.1
H -1.339 1.092 0.078 0.1 -0.1 0.1
H -3.096 -3.115 0.155 0.0 0.1 0.0
H 1.178 0.072 4.832 0.0 0.0 0.0
N -4.364 -0.844 2.326 0.0 0.0 0.0
C -1.641 -1.617 3.289 -0.1 0.0 0.2
H -1.232 -3.191 -4.215 0.0 0.0 0.0
N 2.183 0.714 -2.891 -0.1 0.0 0.0
H 0.516 -0.763 -4.233 0.0 0.0 0.0
O 0.333 -3.566 -2.915 -0.3 0.0 -0.2
C -1.098 4.036 3.702 0.0 -0.1 0.0
N 1.514 0.056 1.803 0.0 0.1 -0.2
H -3.689 -0.258 0.436 0.1 -0.1 0.0
C -2.727 -3.061 1.185 -0.1 -0.1 0.1
C 1.350 -4.427 -0.336 -0.2 0.2 0.3
N -2.901 -1.950 3.950 0.0 0.0 0.0
H 3.469 2.180 -6.184 0.0 0.0 0.0
H 2.117 3.222 4.372 0.0 0.0 0.0
H -5.151 -2.127 0.870 0.0 0.0 0.0
P -1.791 -1.466 1.436 0.0 0.0 -0.2
C 3.273 0.203 -3.476 0.0 0.1 -0.1
H 6.865 1.246 1.637 0.0 0.0 0.0
C -3.916 -0.922 3.716 0.0 0.0 0.0
C -2.001 2.573 -1.284 0.1 0.0 0.0
H -2.431 2.887 2.479 0.0 0.0 0.0
H -5.719 -2.406 2.521 0.0 0.0 0.0
C 4.200 1.124 -0.046 0.0 -0.1 0.1
N -3.858 -3.226 2.092 0.0 0.0 0.0
C -1.794 3.295 -2.440 -0.1 0.1 0.1
C 3.768 0.689 -4.666 0.0 -0.1 0.0
H -4.446 -0.565 -1.901 0.0 0.0 0.0
H -2.526 4.004 -2.802 0.0 0.0 0.0
C 1.743 -4.670 0.976 0.0 0.1 0.1
C 5.796 1.434 1.726 0.0 0.0 0.1
C -4.844 -2.161 1.917 0.0 0.0 -0.1
C 0.327 2.142 -2.707 0.0 0.0 0.0
H 5.416 2.866 -1.362 0.0 0.0 0.0
V 1.411 -0.055 -1.101 -0.5 -0.1 0.8
C -4.025 0.562 -3.678 0.0 0.0 0.0
H 4.646 0.248 -5.114 0.0 0.0 0.0
C 2.007 0.029 4.127 0.0 0.1 0.0
O 2.039 -1.295 3.531 0.1 -0.1 -0.1
H 1.210 -5.223 -1.054 0.0 0.0 0.0
C -3.427 -3.233 3.489 0.0 -0.1 0.0
H -0.759 1.102 2.037 0.0 0.0 0.0
F -0.456 3.719 -4.291 0.0 0.0 0.0
C 1.521 1.748 -3.457 0.0 0.0 0.0
N 0.407 -1.440 -2.253 0.2 0.3 -0.3
C 1.723 -1.113 2.247 0.0 0.1 0.0
H 3.756 -0.617 -2.958 0.0 0.0 0.0
H 1.471 3.130 -5.101 0.0 0.0 0.0
C 0.089 1.441 -1.510 0.2 -0.1 0.0
C -0.174 -1.333 -3.608 0.0 -0.2 -0.1
C 0.602 -2.682 -2.000 0.3 -0.2 0.5
C 0.779 2.051 3.163 0.0 0.0 -0.1
H -3.011 0.635 1.776 0.0 0.0 0.0
H -1.101 0.474 -5.379 0.0 0.0 0.0
C 1.985 2.297 -4.652 0.0 0.0 0.0
H 0.407 -3.042 -4.915 0.0 0.0 0.0
H -2.665 -4.004 3.627 0.0 0.0 0.0
C 5.832 2.846 -0.358 0.1 0.1 -0.1
C -1.437 2.953 2.904 0.0 0.0 0.0
H -2.236 -1.620 -1.808 0.1 0.0 0.0
C 1.808 0.980 2.914 0.1 0.0 0.2
H 5.634 2.277 2.398 0.0 0.0 0.0
C 1.117 3.138 3.960 0.0 0.1 0.0
C -0.503 1.960 2.644 0.0 0.0 0.1
H 6.910 2.706 -0.425 0.0 0.0 0.0
C -0.222 -2.820 -4.058 0.1 0.0 0.0
N 5.251 1.730 0.399 0.0 0.1 -0.1
C -1.082 1.650 -0.808 -0.1 0.1 0.0
H 2.947 0.174 4.653 0.0 0.0 0.0
```
Forces are in eV/Å.

## Properties
Expectation value of S² ... 2.023
Multiplicity ... 3
Frontier orbital gap (alpha / beta) ... 5.91 / 6.06 eV
Charge ... +2

Results of the Mulliken charge analysis, in e, for atoms 1 through 8: number 1, H, carries 0.31; number 2, H, carries 0.48; number 3, C, carries -0.63; number 4, H, carries 0.34; number 5, N, carries 0.83; number 6, H, carries 0.45; number 7, H, carries 0.27; number 8, H, carries 0.67

Entry from the OMol25 dataset: a molecular structure, C43H43MoN4O9P4S at a distorted geometry (ωB97M-V/def2-TZVPD).

```
105
Properties=species:S:1:pos:R:3:forces:R:3
C -2.016 1.485 0.719 1.0 0.6 0.8
H 1.367 0.456 -6.816 -0.2 0.0 0.5
C 2.179 1.977 0.290 0.7 0.1 -0.1
H 2.152 -4.091 -3.356 -0.2 0.3 -0.3
H 0.287 6.145 -3.257 0.0 0.7 -0.2
C 0.712 -0.282 -4.901 -0.4 0.1 0.2
H -0.248 -5.093 1.005 -0.4 -0.7 -0.3
C -1.265 -0.610 2.719 0.3 0.7 -0.9
H -0.692 3.594 0.816 -0.9 0.5 0.1
C 3.527 3.012 -2.958 0.1 1.6 -0.9
P -1.836 -2.791 -1.500 -3.0 -0.2 -0.4
C 3.022 3.087 0.228 0.5 -0.7 0.1
C 1.376 -1.326 6.212 -0.1 1.5 -0.6
C 1.844 4.757 -3.175 1.4 0.3 0.4
H -5.482 3.191 1.115 0.2 -0.3 0.1
H -5.589 -1.118 6.223 0.0 0.1 -0.1
C 1.375 -0.476 3.923 0.5 -0.9 0.6
C 1.576 -1.532 4.840 -0.2 0.4 0.5
C -2.308 2.265 1.852 -0.1 -0.1 -0.2
H 3.146 5.252 0.288 0.7 0.3 0.0
H -2.781 -2.566 4.024 0.1 0.1 -0.6
H -1.547 -1.896 -4.700 -0.3 0.0 -0.4
C 2.735 0.813 -2.600 -1.5 -0.5 1.4
C 3.035 -0.590 -1.985 -1.5 1.6 -1.7
P -0.355 0.799 0.415 -0.5 -0.3 0.1
H 2.607 0.962 0.197 -0.3 0.8 0.1
N 0.741 -1.259 -3.960 0.2 -0.2 0.6
O 1.912 -1.114 -1.497 0.7 -0.2 0.6
C 1.624 -2.411 1.768 -0.1 -1.4 -0.5
C 0.526 -3.256 1.535 -1.1 0.9 1.2
H -4.178 -2.505 2.902 0.2 0.1 0.2
H -0.773 -1.388 3.282 -0.1 0.0 0.6
H -2.781 0.721 -1.091 -0.2 0.1 0.2
H 2.641 5.526 -3.243 -0.5 -0.7 0.0
C 2.534 4.385 0.373 0.2 -0.4 0.1
H 2.831 -3.340 -5.574 0.2 0.1 0.2
C 0.999 -0.052 6.675 -0.1 -0.5 0.1
H -0.962 2.074 -2.761 0.1 0.9 0.0
O -1.202 -3.765 -2.350 1.2 -1.9 -0.9
O -2.841 -3.315 -0.385 0.5 -0.8 -0.4
N 1.419 1.168 -2.461 2.4 -0.2 -0.8
O -2.843 -1.938 -2.417 -0.3 -0.2 0.7
C 2.182 3.396 -2.985 -0.1 0.5 0.1
C -0.512 4.174 -3.130 1.7 0.3 0.6
H 0.564 -3.624 -2.881 0.5 0.5 -0.1
C -2.608 -1.198 2.243 0.5 -0.4 -0.7
C -3.003 1.278 -0.184 -1.6 -0.2 -1.9
H 4.762 1.299 -2.887 0.3 -0.2 -0.2
C -4.533 2.654 1.053 -1.0 -0.1 -1.1
H -3.737 3.441 2.894 -0.1 -0.1 -0.2
C 0.347 3.468 0.686 1.1 0.3 -0.4
C 1.213 4.583 0.638 -1.7 -1.1 0.0
H -5.582 -2.381 4.944 0.2 0.4 0.6
O -0.958 -1.797 -0.811 1.1 1.3 1.1
C 2.264 -1.428 -6.280 -0.7 0.9 1.0
C 1.951 -5.092 0.883 -1.7 -0.7 0.1
H -1.495 4.526 -3.240 -1.2 0.3 -0.1
O -1.400 0.017 -2.814 0.1 0.6 -0.1
C 1.519 -2.329 -4.179 0.0 -0.4 -1.0
H -4.292 -2.348 6.229 -0.6 0.9 -1.0
H 0.614 2.001 6.147 0.1 -0.6 -0.3
H -2.420 -1.930 1.455 0.1 0.1 0.0
H 4.094 2.903 0.087 -0.4 0.2 0.0
O -3.848 0.120 -3.504 -1.0 1.0 0.5
Mo 0.150 -0.487 -1.783 -0.1 0.4 0.2
C 1.424 -0.315 -6.047 0.6 0.0 -1.0
H 0.067 0.535 -4.641 -0.2 0.3 -0.2
C 2.317 -2.411 -5.361 -0.2 -0.8 0.7
C -4.956 -1.705 5.563 0.3 -1.4 0.3
H 2.862 -1.473 -7.139 0.6 -0.1 -1.2
P 1.500 -0.660 2.116 -0.2 0.7 -0.1
H -0.496 -2.930 1.811 0.8 0.0 -0.5
C 0.564 5.118 -3.183 -2.0 0.2 -0.4
C 3.045 -4.311 1.138 0.5 0.7 0.1
H 3.734 -2.271 1.528 -0.2 -0.7 0.2
H 4.051 -4.704 1.027 -0.1 0.1 -0.1
C 0.851 0.996 5.762 0.2 0.4 0.7
H 4.338 3.795 -3.026 -1.0 -1.1 0.0
C -3.567 2.833 2.007 1.2 0.1 1.0
H 2.018 -6.146 0.551 0.2 0.8 0.3
H 1.538 -2.112 6.917 0.0 -0.4 0.2
H -3.024 -4.263 -0.535 -0.1 0.5 0.2
H 1.013 1.635 3.705 0.0 -0.2 0.2
N -0.150 -0.241 1.710 -0.3 -0.6 0.5
O -2.341 -1.333 -4.792 1.1 -0.2 0.6
C -4.287 1.845 -0.052 2.1 0.5 1.8
C 0.655 -4.542 1.105 1.6 -0.4 -0.2
H 0.811 0.094 7.757 0.2 0.0 -0.9
H -1.375 0.310 3.300 -0.3 -0.6 0.4
C 3.764 1.691 -2.942 0.7 -1.6 1.1
N 1.461 -3.353 -3.319 -0.3 -0.9 0.8
O 4.075 -1.131 -2.074 1.4 -0.6 0.4
H -5.003 1.738 -0.789 -1.3 -0.4 -1.4
H -1.540 2.474 2.577 0.1 0.0 0.3
H 1.891 -2.534 4.564 -0.1 0.2 -0.5
C 2.877 -2.966 1.520 0.4 0.7 -0.2
C -0.224 2.889 -2.836 0.0 -1.6 -0.3
C 1.137 2.455 -2.774 -0.4 0.8 0.0
C 0.808 2.172 0.483 0.2 0.5 0.5
C -3.365 -1.916 3.350 -0.2 0.2 0.7
H 0.764 5.552 0.764 0.2 0.3 0.0
H -3.322 -0.491 1.805 0.4 0.2 0.1
S -4.069 -0.631 4.421 -0.1 0.0 0.3
C 1.086 0.798 4.408 -0.2 0.0 0.0
P -2.673 -0.694 -3.373 -0.3 -0.6 -1.4
```
Forces are in eV/Å.

## Properties
Expectation value of S² ... 2.014
Multiplicity ... 3
Frontier orbital gap (alpha / beta) ... 6.10 / 6.25 eV
Charge ... +1

Results of the Mulliken charge analysis, in e, for atoms 1 through 8: number 1, C, carries -0.13; number 2, H, carries 0.49; number 3, C, carries -0.06; number 4, H, carries 0.23; number 5, H, carries 0.45; number 6, C, carries -0.67; number 7, H, carries 0.51; number 8, C, carries -1.42

What are the total energy values for these records? In order: -103194.2491 -119527.8718 eV.
What are the relative energy (zero: lowest compared OMol25 entry of this formula, charge and spin) values for these records? In order: 113.5 221.3 kJ/mol.